DFT (wB97M-V/def2-TZVPD) results for an isolated molecule of C6H13PS3 in a non-equilibrium geometry.

Geometry (Å):
C 3.6426 -0.8136 0.2474
C 2.2159 -0.2531 0.5869
C 1.4619 0.3407 -0.6743
C 0.2712 1.1083 -0.3008
C -0.7926 0.2653 0.4237
C -1.7805 -0.4996 -0.4762
S -2.7766 0.7035 -1.4155
P -4.0447 0.6736 0.2858
S -5.9859 0.1679 -0.3757
S -2.8857 -1.4998 0.5549
H 4.2497 -0.0462 -0.3607
H 4.0301 -1.0493 1.1656
H 3.6790 -1.7897 -0.4374
H 2.2101 0.5714 1.3091
H 1.5345 -1.0523 0.9845
H 2.0222 1.0998 -1.0877
H 1.3601 -0.4243 -1.3811
H 0.6068 1.8003 0.4329
H -0.0096 1.5897 -1.2765
H -0.2821 -0.4457 1.1037
H -1.3192 0.9436 1.1142
H -1.2235 -1.1099 -1.3326
H -6.1839 -0.2807 0.9098

Output
SMILES: CCCCCC1SP(S)S1
Kohn-Sham gap (eV): 7.6729
E_HOMO (eV): -8.44
E (eV): -48226.20795
Multiplicity: 1

***

DFT (wB97M-V/def2-TZVPD) results for a cluster of 2 separate species, C6H14 in total in a non-equilibrium geometry.

Geometry (Å):
C 0.0738 1.6030 2.0768
C -1.0105 1.4308 0.9398
C -0.8848 0.1047 0.2440
C 0.1041 0.0306 -0.8971
C 1.2391 -0.7988 -0.5951
C 0.0396 -1.2350 -1.8328
H 0.1301 0.7877 2.7941
H 1.0289 1.9332 1.6676
H -0.2014 2.5191 2.6136
H -0.5249 2.2648 0.4228
H -2.0135 1.7400 1.1946
H -0.9452 -0.7883 0.8892
H -1.9113 -0.2406 -0.0245
H 0.4005 1.0146 -1.2399
H 1.1499 -1.5732 0.1533
H 1.2847 -3.7486 -1.3468
H 2.2258 -0.4319 -0.8366
H -0.9901 -1.5159 -1.6516
H 0.1616 -0.7477 -2.7884
H 0.6437 -2.3485 -1.7829

Output
Kohn-Sham gap (eV): 6.6902
E_HOMO (eV): -6.49
E (eV): -6441.54687
Multiplicity: 1

***

DFT (wB97M-V/def2-TZVPD) results for a cluster of 2 separate species, C6H14 in total in a non-equilibrium geometry.

Geometry (Å):
C 0.6994 0.4728 -1.6648
C 0.9876 0.6766 -0.3815
C 0.1989 1.7957 0.5645
C -1.1566 2.1942 0.0201
H 1.4598 0.1270 -2.3465
H -0.2889 0.6146 -2.0707
H 2.0044 0.5612 -0.0281
H 0.8740 2.6533 0.5935
H 0.1380 1.4347 1.5952
H -1.0515 2.5985 -0.9866
H -1.6169 2.9511 0.6554
H -1.8250 1.3355 -0.0292
C -0.2712 -1.6217 0.9169
C 0.1833 -2.7981 0.0845
H -1.3578 -1.5560 0.9550
H 0.1228 -1.6531 1.9305
H -0.0023 -0.4755 0.5722
H 1.2682 -2.8915 0.0954
H -0.2222 -3.7327 0.4740
H -0.1439 -2.6866 -0.9498

Output
SMILES: C=CCC.CC
Kohn-Sham gap (eV): 10.2543
E_HOMO (eV): -9.07
E (eV): -6447.09845
Multiplicity: 1

***

DFT (wB97M-V/def2-TZVPD) results for a structure of composition C6H14 in a non-equilibrium geometry.

Geometry (Å):
C -0.8481 -1.9835 0.3368
C -0.5742 -0.9531 -0.7402
C 0.1760 0.3082 -0.1157
C 0.9333 0.9999 -1.0514
C -0.3088 0.8274 1.1469
C 0.7233 0.8823 2.3096
H 0.0186 -2.6386 0.5192
H -1.0188 -1.4106 1.2540
H -1.6304 -2.7163 0.1380
H -1.5164 -0.5433 -1.1073
H -0.0088 -1.3161 -1.6050
H 1.4305 -0.0017 -0.2694
H 0.8950 2.0859 -0.9535
H 1.2087 0.6509 -2.0450
H -1.0017 1.0256 -3.1974
H -0.6043 0.4065 -3.2918
H -0.9505 1.7042 1.0860
H 1.2206 1.8606 2.4226
H 0.2978 0.5298 3.2436
H 1.5581 0.2819 1.9202

Output
Kohn-Sham gap (eV): 5.0880
E_HOMO (eV): -5.49
E (eV): -6441.59256
Multiplicity: 1

***

DFT (wB97M-V/def2-TZVPD) results for a structure of composition C6H14 in a non-equilibrium geometry.

Geometry (Å):
C 0.2496 -1.0919 1.8253
C -0.0031 -1.4200 0.3628
C -0.1510 -0.0865 -0.3631
C -0.9293 -0.1361 -1.6093
C 0.7997 0.9336 -0.0362
C 0.1340 2.2092 0.4522
H -0.6710 -0.8175 2.3261
H 0.8438 -0.1876 1.6384
H 0.7268 -1.9171 2.3810
H 0.7908 -1.9123 -0.0882
H -0.9677 -1.9560 0.1986
H -1.4353 0.2060 -0.3669
H -0.8317 0.6176 -2.3527
H -1.3595 -1.0464 -2.0003
H 0.5764 -1.7044 -3.3185
H 0.2715 -2.3967 -3.1757
H 1.6256 1.0595 -0.7485
H 0.4926 3.1608 -0.0814
H 0.2326 2.4171 1.5576
H -0.8933 2.0269 0.2408

Output
Kohn-Sham gap (spin up / spin down) (eV): 7.7178 / 10.6761
E_HOMO (spin up / spin down) (eV): -13.38 / -16.33
E (eV): -6436.29240
Total charge: +1
Multiplicity: 2

***

DFT (wB97M-V/def2-TZVPD) results for a cluster of 2 separate species, C6H14BIO6 in total in a non-equilibrium geometry.

Geometry (Å):
C -2.4580 -2.1589 0.4946
C -0.8739 -1.6763 0.3608
O -0.7075 -0.2267 0.1710
C -0.2696 0.1150 -1.1912
C 1.3605 -0.0728 -1.2360
C 2.0881 -0.0102 0.2532
O 1.9917 1.0576 1.0902
O 2.9576 -1.1194 0.7676
C -0.6125 1.6451 -1.7735
O -1.4757 1.5121 -2.9941
B -2.1929 0.2276 -2.7144
I -3.7354 0.9381 -1.2743
O -1.0995 -0.6217 -2.2016
H -2.5243 -3.3322 0.6950
H -3.0945 -1.9602 -0.4670
H -2.8905 -1.6405 1.4699
H -0.2955 -2.3450 -0.4141
H -0.3888 -1.9264 1.4226
H 1.9233 0.7387 -1.8975
H 1.6727 -1.1188 -1.6949
H 3.2765 -0.8861 1.6946
H 0.3243 2.2069 -2.2542
H -0.9859 2.4301 -0.9556
H -2.8642 -0.2316 -3.5727
O 2.7110 1.9353 4.1880
H 2.0983 2.6143 4.5696
H 3.6479 2.2580 4.1775
H 2.4168 1.6480 3.2864

Output
Kohn-Sham gap (eV): 3.2370
E_HOMO (eV): -6.33
E (eV): -27504.72816
Multiplicity: 1

***

DFT (wB97M-V/def2-TZVPD) results for a cluster of 2 separate species, C6H14BNO6S in total in a non-equilibrium geometry.

Geometry (Å):
N -2.6940 0.9748 3.2307
C -1.7488 0.7106 2.1143
C -0.9322 -0.5548 2.3018
B 0.2356 -0.7628 1.2289
C 0.0183 -1.1995 -0.2500
C -0.8246 -0.2628 -1.1306
C -0.4417 1.2059 -1.0903
S 1.1956 1.5844 -1.6675
O 1.3666 1.0526 -2.9656
O 1.2859 3.0190 -1.6196
O 2.1501 1.0383 -0.6136
H -2.3714 1.8068 3.7060
H -3.5803 1.2577 2.8306
H -2.2446 0.6891 1.1519
H -1.0453 1.5378 2.0479
H -1.6105 -1.4063 2.3598
H -0.4712 -0.4765 3.2854
H 1.3598 -0.6126 1.6136
H 0.9445 -1.4225 -0.7727
H -0.5274 -2.1477 -0.2190
H -1.8803 -0.3710 -0.8742
H -0.7229 -0.6103 -2.1546
H -1.0765 1.7540 -1.7766
H -0.5655 1.6681 -0.1170
H 2.6842 0.2201 -0.9683
C 2.8655 -2.1836 -2.4375
O 1.6934 -2.2238 -2.9575
O 3.1218 -1.3178 -1.4543
O 3.8158 -2.9672 -2.8017

Output
Kohn-Sham gap (eV): 3.2804
E_HOMO (eV): 1.27
E (eV): -31734.37079
Total charge: -2
Multiplicity: 1

***

DFT (wB97M-V/def2-TZVPD) results for a structure of composition C6H14Br2N2PdSSbSe4 in a non-equilibrium geometry.

Geometry (Å):
Pd -0.3883 -1.0833 1.4722
Br 2.2029 -2.3864 1.9307
C 1.8854 -2.0026 3.8049
Br 0.2412 -2.7441 4.4188
H 1.8364 -0.9248 3.8976
H 2.7095 -2.4295 4.3607
Se -4.0133 -3.4672 3.4218
Sb -3.3896 -2.2015 1.4682
Se -1.2721 -3.1338 0.5041
Se -4.9428 -1.5490 -0.2803
Se -2.3677 0.0048 2.2538
C 3.2954 1.8542 -1.0553
C 2.6122 0.4964 -1.0611
N 1.1750 0.5880 -1.2772
C 0.2835 0.9122 -0.3365
S 0.7370 1.0092 1.3479
N -0.9847 1.1326 -0.6752
C -1.6770 0.5558 -1.8344
C -2.3684 1.6195 -2.6651
H 4.3668 1.7370 -0.8855
H 2.8893 2.4741 -0.2561
H 3.1544 2.3732 -2.0054
H 2.7715 -0.0149 -0.1132
H 3.0108 -0.1383 -1.8538
H 0.8602 0.6376 -2.2332
H -1.5849 1.2107 0.1473
H -2.4084 -0.1589 -1.4414
H -0.9757 -0.0258 -2.4341
H -3.0929 2.1620 -2.0575
H -2.9105 1.1543 -3.4889
H -1.6549 2.3385 -3.0740

Output
Kohn-Sham gap (eV): 5.6074
E_HOMO (eV): -4.01
E (eV): -431756.85046
Total charge: -1
Multiplicity: 1

***

DFT (wB97M-V/def2-TZVPD) results for a cluster of 2 separate species, C6H14Cl in total in a non-equilibrium geometry.

Geometry (Å):
Cl 4.8113 -0.8544 -0.1295
H -3.0001 -1.5530 -0.5930
C -2.5286 -0.7142 -0.0626
C -1.0548 -0.6105 -0.4559
C -0.2556 0.4238 0.3313
C -0.8088 1.8238 0.1117
C 1.2170 0.3710 -0.0554
C 1.6526 -0.9568 0.2903
H -3.0894 0.1936 -0.3189
H -2.6439 -0.8976 1.0147
H -0.5755 -1.5886 -0.3300
H -0.9938 -0.3540 -1.5237
H -0.3754 0.2030 1.4034
H -0.7964 2.1276 -0.9392
H -1.8450 1.9355 0.4416
H -0.2455 2.5806 0.6683
H 1.3151 0.4768 -1.1431
H 1.7911 1.1453 0.4552
H 3.6338 -0.7507 -0.0251
H 2.0187 -1.2261 1.3008
H 1.7732 -1.7749 -0.4410

Output
Kohn-Sham gap (spin up / spin down) (eV): 9.3990 / 11.3256
E_HOMO (spin up / spin down) (eV): -8.28 / -11.30
E (eV): -18969.63604
Multiplicity: 2

***

DFT (wB97M-V/def2-TZVPD) results for a cluster of 2 separate species, C6H14Cl2 in total.

Geometry (Å):
Cl 5.3299 -0.1245 -0.3551
C 4.4365 -0.9140 -1.6807
C 4.1977 0.0857 -2.7881
Cl 3.3043 -0.7038 -4.1138
H 5.0316 -1.7782 -2.0336
H 3.4846 -1.3049 -1.2728
H 3.6026 0.9499 -2.4353
H 5.1496 0.4766 -3.1961
C -2.2067 -1.2462 2.5204
C -2.6804 -0.4964 1.2757
C -2.2534 0.9697 1.2779
C -2.7272 1.7195 0.0332
H -2.5291 -2.3006 2.4911
H -2.6238 -0.7758 3.4267
H -1.1059 -1.2166 2.5835
H -2.2697 -0.9860 0.3718
H -3.7845 -0.5462 1.2133
H -2.6641 1.4593 2.1819
H -1.1493 1.0195 1.3404
H -3.8280 1.6899 -0.0298
H -2.3101 1.2491 -0.8730
H -2.4047 2.7739 0.0625

Output
SMILES: ClCCCl.CCCC
Kohn-Sham gap (eV): 11.7109
E_HOMO (eV): -11.03
E (eV): -31494.20965
Multiplicity: 1